A | DFT (ωB97M-V with the def2-TZVPD basis set) results for C5H12N4 in the gas phase.

Results
highest occupied orbital energy: -7.21 eV
LUMO energy: 0.7 eV

The geometry in XYZ format:
```
21
C5H12N4 (ωB97M-V with the def2-TZVPD basis set)
C 0.48709 -0.85371 -1.68023
C 1.42967 -1.02636 0.57132
N -1.17267 0.68467 0.68435
N 0.36763 -0.43999 -0.27097
C -1.00072 -0.58140 0.30754
N -2.44775 1.19812 0.94077
C 0.23691 1.30657 -0.17867
C 1.26297 1.98868 0.37196
N -1.76165 -1.60772 0.35004
H -3.14991 0.56096 0.56658
H -2.58422 1.23911 1.94670
H -1.32110 -2.43862 -0.03217
H -0.20003 1.66798 -1.10200
H -0.34594 -0.44666 -2.25006
H 1.42792 -0.47023 -2.07444
H 1.40417 -2.11336 0.49236
H 2.39089 -0.63898 0.23660
H 1.25938 -0.73180 1.60407
H 0.47315 -1.94243 -1.75493
H 1.74526 1.67594 1.28844
H 1.49894 2.96925 -0.01727
```

B | DFT (ωB97M-V with the def2-TZVPD basis set) results for 2 unconnected molecules or ions with the total composition C5H12N4.

Results
SMILES: [H]/N=C(C)\C(N)=N/[H].[H]/N=C\C
highest occupied orbital energy: -8.35 eV
LUMO energy: 0.9 eV

The geometry in XYZ format:
```
21
C5H12N4 (ωB97M-V with the def2-TZVPD basis set)
C 2.87124 0.59979 0.39703
C 0.64985 -0.30418 -0.56689
C 1.49464 0.12769 0.74889
N 0.27898 -1.61663 -0.53159
N 0.54522 0.35741 -1.65249
N 1.04231 0.06279 1.90226
H 0.38821 -2.12215 0.33065
H -0.14106 -2.00809 -1.36062
H 0.84152 1.32451 -1.56113
H -0.12983 -0.04738 1.93071
H 3.40855 0.86092 1.30396
H 2.81694 1.46953 -0.25758
H 3.40046 -0.17882 -0.15003
C -2.53689 0.14111 -0.81937
C -1.75559 0.59206 0.36572
N -1.62040 -0.02506 1.47818
H -2.03206 -0.95789 1.49068
H -1.33689 1.59343 0.33004
H -2.80854 -0.91081 -0.74561
H -3.43897 0.74561 -0.91734
H -1.93767 0.29616 -1.71547
```

Top of the stability list: B, leading by 0.1081 hartree.

A | DFT (ωB97M-V with the def2-TZVPD basis set) results for 2 unconnected molecules or ions with the total composition C2H3NOS2.

Results
highest occupied orbital energy: -9.07 eV
LUMO energy: -1.2 eV

The geometry in XYZ format:
```
9
C2H3NOS2 (ωB97M-V with the def2-TZVPD basis set)
C -2.13886 -0.56461 0.07374
C 1.36459 1.47821 -0.08155
N -1.81567 -1.65063 0.39348
O -2.57260 0.47133 -0.13551
S 1.02193 -0.11063 -0.40979
S 2.31263 -1.41160 0.17230
H 2.23469 1.97858 0.44769
H 0.72190 2.17243 -0.49106
H -1.12860 -2.36307 0.03071
```

B | DFT (ωB97M-V with the def2-TZVPD basis set) results for 2 unconnected molecules or ions with the total composition C2H3NOS2.

Results
highest occupied orbital energy: -8.49 eV
LUMO energy: 0.1 eV

The geometry in XYZ format:
```
9
C2H3NOS2 (ωB97M-V with the def2-TZVPD basis set)
C 0.75977 0.69467 -0.03107
C -0.57862 -0.41674 1.10925
N 0.66511 0.39521 -1.30387
O 1.34923 1.47737 0.63377
S -2.07452 -0.40520 0.34938
S -0.88657 -2.05598 0.43344
H -0.33334 -0.29795 2.19129
H -0.18415 -0.23863 -1.44133
H 1.28309 0.84724 -1.94086
```

C | DFT (ωB97M-V with the def2-TZVPD basis set) results for 2 unconnected molecules or ions with the total composition C2H3NOS2.

Results
highest occupied orbital energy: -9.14 eV
LUMO energy: -1.1 eV

The geometry in XYZ format:
```
9
C2H3NOS2 (ωB97M-V with the def2-TZVPD basis set)
C 0.04702 -0.68966 -0.12706
C -1.18466 0.12673 0.11627
H 3.39558 -0.49040 1.16914
H 0.14451 -1.61929 -0.63101
H -3.12211 -0.31956 -0.17656
N 1.12096 -0.02129 0.17040
O -2.13742 -0.80546 -0.29520
S 2.47251 -0.89328 -0.42691
S -1.49373 1.66826 0.48141
```

Top of the stability list: A, leading by 0.0190 hartree.

A | DFT (ωB97M-V with the def2-TZVPD basis set) results for C2H3NOS2 in the gas phase.

Results
SMILES: O=CN(S)C=S
highest occupied orbital energy: -8.94 eV
LUMO energy: -0.5 eV

The geometry in XYZ format:
```
9
C2H3NOS2 (ωB97M-V with the def2-TZVPD basis set)
C -1.21107 -0.15051 1.40490
C 0.37223 1.12881 0.26207
H 0.61269 -0.64396 -1.70123
H -0.95159 0.54227 2.44580
H -0.06821 1.91794 1.00673
N -0.23870 0.00931 0.39826
O -2.01034 -1.10092 1.20356
S 0.03143 -1.40854 -0.51313
S 1.41818 1.47455 -0.99746
```

B | DFT (ωB97M-V with the def2-TZVPD basis set) results for C2H3NOS2 in the gas phase.

Results
SMILES: S=CNOC=S
highest occupied orbital energy: -9.27 eV
LUMO energy: -0.3 eV

The geometry in XYZ format:
```
9
C2H3NOS2 (ωB97M-V with the def2-TZVPD basis set)
C 1.48239 0.54205 -0.16950
C -1.70267 -0.07102 0.27955
H 1.16894 1.57443 -0.25201
H 0.82240 -1.32655 -0.29137
H -1.35135 -0.39124 1.32478
N 0.51465 -0.41047 -0.10108
O -0.74379 -0.19741 -0.64338
S 3.03855 0.07669 -0.03697
S -3.22912 0.20353 -0.11002
```

Top of the stability list: A, leading by 0.0143 hartree.

A | DFT (ωB97M-V with the def2-TZVPD basis set) results for C4H4N2O in the gas phase.

Results
SMILES: [H]/N=C/N1C=C1C=O
highest occupied orbital energy: -9.05 eV
LUMO energy: -0.2 eV

The geometry in XYZ format:
```
11
C4H4N2O (ωB97M-V with the def2-TZVPD basis set)
O -2.21949 -0.99786 -0.72399
C -1.98037 -0.03068 -0.04020
C -0.67973 0.65673 -0.08041
C 0.19542 1.58846 -0.03041
N 0.67926 0.46809 -0.78793
C 1.43374 -0.55927 -0.15804
N 0.84591 -1.38733 0.59491
H -2.73327 0.39052 0.65844
H 0.51760 2.59893 0.14150
H 2.47903 -0.61608 -0.48571
H 1.48524 -2.11178 0.91257
```

B | DFT (ωB97M-V with the def2-TZVPD basis set) results for 2 unconnected molecules or ions with the total composition C4H4N2O.

Results
SMILES: [H]/N=C/N=C=O.C#C
highest occupied orbital energy: -10.34 eV
LUMO energy: 0.8 eV

The geometry in XYZ format:
```
11
C4H4N2O (ωB97M-V with the def2-TZVPD basis set)
O 1.90793 -1.38258 0.58666
C 0.80038 -1.51449 0.25643
C 2.05646 2.06591 -0.31615
C 0.92410 1.76070 -0.04475
N -1.73819 -0.02848 0.32646
C -1.55758 -1.20887 -0.10003
N -0.31287 -1.82165 -0.13660
H 3.06232 2.33563 -0.55307
H -0.07532 1.44538 0.19931
H -2.72518 0.21492 0.26196
H -2.34206 -1.86646 -0.48024
```

C | DFT (ωB97M-V with the def2-TZVPD basis set) results for C4H4N2O in the gas phase.

Results
SMILES: [H]/N=C1/C=CNC1=O
highest occupied orbital energy: -9.28 eV
LUMO energy: -0.6 eV

The geometry in XYZ format:
```
11
C4H4N2O (ωB97M-V with the def2-TZVPD basis set)
C 0.73836 -0.75710 -0.27131
C -0.63296 -1.11036 -0.06950
C -1.38022 -0.11628 0.13854
C 0.60533 0.83410 -0.12390
H 2.56494 -0.20950 -0.01884
H -1.05470 -2.00446 -0.15395
H -2.46907 -0.21873 0.02276
H -1.11266 2.01610 0.33353
N 2.00303 -1.15365 0.19243
N -0.70968 1.11941 -0.02993
O 1.44761 1.60047 -0.01981
```

D | DFT (ωB97M-V with the def2-TZVPD basis set) results for C4H4N2O in the gas phase.

Results
highest occupied orbital energy: -9.53 eV
LUMO energy: -0.8 eV

The geometry in XYZ format:
```
11
C4H4N2O (ωB97M-V with the def2-TZVPD basis set)
O 2.30634 -1.22866 0.69777
C 1.47622 -0.93788 -0.13147
C 0.99171 1.45011 -0.35467
C -0.25542 1.38504 0.07977
N -1.20178 0.38748 0.22499
C -0.93729 -0.93513 -0.02509
N 0.19241 -1.48981 -0.20807
H 1.95689 -0.15953 -0.95582
H -0.52350 2.40811 0.37356
H -2.16215 0.66870 0.35222
H -1.84345 -1.54843 -0.05318
```

Top of the stability list: B, leading by 0.0037 hartree.

A | DFT (ωB97M-V with the def2-TZVPD basis set) results for C2H4S4 in the gas phase.

Results
highest occupied orbital energy: -8.52 eV
LUMO energy: -0.4 eV

The geometry in XYZ format:
```
10
C2H4S4 (ωB97M-V with the def2-TZVPD basis set)
C -0.86390 0.23657 -0.81184
C 1.26322 0.49027 1.15797
S -0.91299 -1.47157 -0.67376
S -1.22887 0.10864 -2.66531
S 2.36482 1.26344 2.22256
S 0.74773 1.06458 -0.36831
H -0.19948 -1.68345 0.58824
H -1.44090 -1.15639 -2.56959
H 2.06259 0.53058 3.27106
H -1.79222 0.61733 -0.15103
```

B | DFT (ωB97M-V with the def2-TZVPD basis set) results for C2H4S4 in the gas phase.

Results
SMILES: CSSC1SS1
highest occupied orbital energy: -8.67 eV
LUMO energy: -0.6 eV

The geometry in XYZ format:
```
10
C2H4S4 (ωB97M-V with the def2-TZVPD basis set)
C 1.62709 -0.32239 0.80004
C -1.63931 0.44213 -0.67930
S 3.18409 0.00358 0.12614
S 1.47818 1.26734 0.15371
S 0.36701 -1.72073 -0.24185
S -1.36272 -1.09711 0.50319
H 1.35160 -0.59927 1.75775
H -2.58447 0.85573 -0.35793
H -1.58547 -0.02328 -1.75012
H -0.83601 1.19399 -0.31163
```

Top of the stability list: B, leading by 0.0800 hartree.

A | DFT (ωB97M-V with the def2-TZVPD basis set) results for 2 unconnected molecules or ions with the total composition C2H8N2.

Results
SMILES: C=N.CN
highest occupied orbital energy: -8.79 eV
LUMO energy: 1.2 eV

The geometry in XYZ format:
```
12
C2H8N2 (ωB97M-V with the def2-TZVPD basis set)
C 0.04457 -0.85901 1.74641
N -0.50000 -1.59469 0.62964
H 1.13461 -0.83691 1.55980
H -0.00565 -1.18047 2.79319
H -0.28005 0.18041 1.69032
H -1.47007 -1.81800 0.75386
H 0.00542 -2.36685 0.23311
C 0.21785 2.10505 -1.84434
N -0.11197 0.89068 -1.72532
H -0.53140 2.78878 -1.44593
H 0.93512 2.55016 -2.54316
H 0.56157 0.14087 -1.84759
```

B | DFT (ωB97M-V with the def2-TZVPD basis set) results for 2 unconnected molecules or ions with the total composition C2H8N2.

Results
SMILES: C=N.CN
highest occupied orbital energy: -9.39 eV
LUMO energy: 1.2 eV

The geometry in XYZ format:
```
12
C2H8N2 (ωB97M-V with the def2-TZVPD basis set)
C -3.74739 1.92761 1.04713
N -2.33988 1.52203 1.06704
H -4.00786 2.71788 0.32346
H -4.01453 2.41675 1.98213
H -4.39459 1.10864 0.74049
H -1.77672 1.70979 0.24306
H -2.36193 0.51387 1.01173
C 3.77300 -2.39611 -1.27103
N 3.02458 -1.39608 -1.08497
H 3.64711 -2.92271 -2.21741
H 4.42233 -2.87730 -0.54056
H 3.12093 -1.00560 -0.14882
```

C | DFT (ωB97M-V with the def2-TZVPD basis set) results for C2H8N2 in the gas phase.

Results
SMILES: CNCN
highest occupied orbital energy: -8.82 eV
LUMO energy: 1.2 eV

The geometry in XYZ format:
```
12
C2H8N2 (ωB97M-V with the def2-TZVPD basis set)
C -0.71709 -1.29468 0.79071
N 0.37436 -0.43738 0.35524
C -0.08264 0.63097 -0.50607
N 1.00425 1.34379 -1.14165
H -1.04254 -1.94320 -0.03224
H -0.40344 -2.01721 1.54360
H -1.60051 -0.75114 1.15096
H 0.84767 -0.07925 1.17109
H -0.64032 1.39052 0.04997
H -0.78946 0.27723 -1.25745
H 1.33166 2.14512 -0.61914
H 1.71806 0.73524 -1.50502
```

Top of the stability list: C, leading by 0.0375 hartree.